16
Properties=species:S:1:pos:R:3:forces:R:3 method="wB97M-V/def2-TZVPD" total_energy_ha=-250.87671 lumo_ev=-3.589 homo_lumo_gap_ev=10.53 max_force_ev_per_a=4.6 total_charge=+1
C 2.7747 0.6775 0.3764 0.5 0.2 0.3
C 2.0445 0.0352 -0.4796 -4.4 1.5 0.1
C -1.0894 0.9454 -0.2741 4.5 -0.7 -0.5
C 0.0520 0.1385 -0.2871 -0.2 -0.4 0.2
C -0.1283 -1.3267 0.0137 -0.1 0.0 0.0
N -2.4202 0.4482 0.0942 0.1 -0.2 0.1
H 3.8527 0.5716 0.3593 0.1 -0.2 -0.1
H 2.3769 1.3322 1.1325 -0.2 0.1 0.0
H 2.2189 -0.6256 -1.2981 0.1 -0.2 -0.3
H -1.0491 1.9991 -0.4904 -0.2 0.1 0.0
H -1.1294 -1.7342 -0.1586 0.0 -0.1 0.0
H 0.1479 -1.5233 1.0502 0.0 -0.1 0.1
H 0.5434 -1.9206 -0.6005 -0.1 -0.1 0.0
H -2.7323 0.8964 0.9684 0.0 -0.3 -0.3
H -2.3556 -0.5737 0.2354 -0.3 0.4 0.0
H -3.1067 0.6599 -0.6417 0.1 -0.2 0.2



16
Properties=species:S:1:pos:R:3:forces:R:3 method="wB97M-V/def2-TZVPD" total_energy_ha=-250.71344 lumo_ev=-8.518 homo_lumo_gap_ev=4.85 max_force_ev_per_a=6.9 total_charge=+1
C -1.7945 3.3337 0.6388 0.5 -2.4 0.3
C -0.6224 2.6737 0.4032 -2.1 2.2 -0.1
C 0.0721 -2.0257 -0.1563 -1.2 -2.0 -1.0
C 0.4050 -3.2756 0.2026 1.2 0.6 -0.7
C 0.9361 0.2429 -0.1908 3.3 -3.7 -4.8
N 0.9036 -1.2176 -0.8777 -1.4 4.5 3.9
H -1.8662 4.3492 0.5947 0.9 3.0 0.1
H -2.8316 3.0710 0.9086 0.8 -1.4 -0.5
H -0.9195 -1.6313 0.0859 0.5 0.2 0.0
H -0.6783 1.6814 0.0195 0.1 -0.9 0.4
H 0.2833 3.2832 0.2815 -0.3 -0.6 -0.1
H -0.2479 -3.8116 0.8181 -0.9 -0.8 0.7
H 1.3701 -3.7388 -0.0259 -0.3 0.3 0.0
H 1.9995 0.2813 0.1385 -0.9 0.9 0.4
H 0.7406 0.8413 -1.0770 -1.3 1.2 0.9
H 1.8470 -1.4964 -0.9842 1.2 -1.1 0.3



16
Properties=species:S:1:pos:R:3:forces:R:3 method="wB97M-V/def2-TZVPD" total_energy_ha=-250.85139 lumo_ev="-4.174 / -4.166" homo_lumo_gap_ev="8.73 / 8.75" max_force_ev_per_a=6.0 total_charge=+1
C -1.6803 0.6214 -0.7316 -1.2 0.5 0.2
C -0.7444 0.4514 -1.5802 5.1 -3.1 1.0
C -1.4798 0.2251 0.7307 -1.4 1.3 -0.3
C 0.5737 -0.6942 0.0081 -1.5 2.8 -2.1
C 2.0065 -0.5958 -0.2641 -0.6 0.0 0.9
N -0.0394 0.2860 0.9627 0.4 -1.0 -2.2
H -2.5660 1.1521 -1.0711 -0.3 0.0 0.5
H 0.1338 0.2888 -2.2420 -1.8 0.6 0.0
H -1.9167 1.0173 1.3243 -0.4 -0.1 0.5
H -1.9065 -0.7499 0.9704 0.2 0.1 0.1
H 0.1419 -1.6339 0.0986 -0.9 -1.5 0.4
H 2.5692 -0.7591 0.6289 0.7 -0.2 0.9
H 2.1302 0.4325 -0.5171 1.1 0.5 -1.0
H 2.3020 -1.3984 -0.9268 0.2 0.4 -0.7
H 0.2681 1.2195 0.7074 0.2 0.2 0.0
H 0.2078 0.1373 1.9017 0.3 -0.5 2.0



16
Properties=species:S:1:pos:R:3:forces:R:3 method="wB97M-V/def2-TZVPD" total_energy_ha=-250.94176 lumo_ev=-4.574 homo_lumo_gap_ev=11.39 max_force_ev_per_a=6.1 smiles="C=[N+]=C(C)CC" total_charge=+1
C 0.0487 -1.6729 1.6065 -1.5 1.4 -1.7
N -0.0808 -0.6288 0.9344 1.6 -3.5 2.3
C -0.4736 0.2177 0.1688 -0.3 3.1 -2.4
C -1.3526 1.2356 0.7482 -0.3 -0.2 1.9
C 0.0203 0.2983 -1.2827 0.3 -2.9 1.7
C 1.4809 -0.1799 -1.3309 1.4 5.2 -3.0
H -0.6627 -2.4134 1.3971 -0.8 -1.4 0.0
H 0.7252 -1.7449 2.3630 2.1 -0.3 1.9
H -0.8089 1.9433 1.3614 0.8 0.2 0.0
H -2.0306 0.8338 1.5263 -0.2 0.0 -0.9
H -1.7607 1.8172 -0.0059 -1.4 0.9 -1.3
H -0.0916 1.2917 -1.5858 -0.5 1.3 -0.9
H -0.6424 -0.4785 -1.7356 0.2 1.0 -0.4
H 1.9747 -0.0334 -2.4265 -1.5 -0.8 2.5
H 1.5917 -1.1272 -0.9610 0.6 -2.3 0.8
H 2.0625 0.6414 -0.7772 -0.5 -1.6 -0.3



17
Properties=species:S:1:pos:R:3:forces:R:3 method="wB97M-V/def2-TZVPD" total_energy_ha=-305.85013 lumo_ev=1.167 homo_lumo_gap_ev=9.88 max_force_ev_per_a=0.4 total_charge=0
C -2.0847 -0.9443 -0.1686 0.0 0.0 0.1
C -1.1720 -0.1643 -1.0838 -0.1 -0.2 -0.1
N -0.9321 1.2548 -0.8845 -0.1 0.2 0.1
C 0.1755 0.3144 -0.6510 0.2 -0.1 0.0
C 0.6062 0.0269 0.7421 -0.1 -0.2 -0.3
C 2.0042 -0.4298 0.8687 0.1 -0.2 -0.1
N 2.0296 1.0183 1.1090 0.0 0.2 0.0
H -3.1331 -0.7395 -0.4131 0.1 0.0 0.0
H -1.9062 -0.6841 0.8780 0.0 0.0 -0.1
H -1.9161 -2.0207 -0.2831 0.0 0.1 0.0
H -1.2582 -0.4293 -2.1373 0.0 0.0 0.1
H -1.3088 1.5293 0.0225 0.0 0.0 -0.1
H 0.9481 0.3692 -1.4290 -0.1 0.0 0.2
H 0.9170 1.0987 1.5009 0.0 0.2 0.1
H 2.3088 -1.0240 1.7299 -0.1 0.1 -0.1
H 2.5284 -0.7112 -0.0461 -0.1 0.0 0.1
H 2.1935 1.5356 0.2454 0.0 -0.1 0.1



17
Properties=species:S:1:pos:R:3:forces:R:3 method="wB97M-V/def2-TZVPD" total_energy_ha=-305.94634 lumo_ev=0.818 homo_lumo_gap_ev=9.51 max_force_ev_per_a=1.4 smiles="C=N/C=C/CCN" total_charge=0
C 2.1896 -1.8230 1.3621 0.8 0.8 -0.4
N 1.5190 -0.9423 1.9769 -0.4 -0.8 0.9
C 0.6005 -0.1957 1.2727 -1.2 0.5 -0.5
C -0.2524 -0.7429 0.3813 0.9 0.0 0.8
C -1.3270 0.0063 -0.3904 1.0 -0.4 0.9
C -0.9769 1.5082 -0.6174 -0.1 -1.1 -0.3
N -0.5225 1.7660 -1.9866 0.2 -0.3 0.0
H 2.3636 -1.7352 0.2875 -0.4 -0.4 -0.2
H 2.7925 -2.5619 1.8785 -0.1 0.1 0.3
H 0.3072 0.7786 1.6551 0.9 0.2 0.0
H -0.2203 -1.8271 0.4877 -0.3 -0.1 -1.0
H -1.3680 -0.4727 -1.3668 -0.6 -0.1 0.0
H -2.2042 -0.2110 0.2203 -0.6 0.4 -0.5
H -1.8035 2.1652 -0.3793 -0.1 0.1 0.1
H -0.1375 1.7039 0.0358 0.0 0.6 0.1
H -1.2161 1.4519 -2.6586 -0.2 0.2 0.1
H 0.2558 1.1317 -2.1588 0.1 0.3 0.0



17
Properties=species:S:1:pos:R:3:forces:R:3 method="wB97M-V/def2-TZVPD" total_energy_ha=-305.91688 lumo_ev=0.865 homo_lumo_gap_ev=8.05 max_force_ev_per_a=3.8 smiles="CC(C)C(N)=C=N" total_charge=0
C -0.5914 1.1525 -1.2897 -0.3 -0.4 -0.2
C -0.3987 0.4706 0.0605 1.9 2.2 0.7
C -1.7111 0.0980 0.7213 0.3 0.6 0.5
C 0.6504 -0.5963 0.0554 1.2 1.9 0.8
N 0.3944 -1.9047 0.4696 0.0 -0.5 -0.3
C 1.8298 0.0357 0.1406 1.0 -3.7 -0.6
N 3.0519 0.2373 0.0492 -0.3 0.2 -0.2
H -1.0747 0.4645 -1.9876 0.0 0.0 -0.2
H -1.2279 2.0317 -1.1891 0.0 0.0 0.0
H 0.3638 1.4623 -1.7095 0.0 0.0 0.0
H 0.4273 1.2313 0.6025 -3.5 -0.5 -0.4
H -2.3058 -0.5469 0.0697 0.1 0.0 -0.1
H -2.2995 0.9974 0.9033 -0.1 0.0 0.1
H -1.5482 -0.4192 1.6648 -0.1 0.0 0.0
H 1.2221 -2.4804 0.5378 -0.2 -0.1 -0.2
H -0.3795 -2.3518 -0.0040 0.3 -0.1 -0.1
H 3.5970 0.1181 0.9051 -0.2 0.6 0.3



17
Properties=species:S:1:pos:R:3:forces:R:3 method="wB97M-V/def2-TZVPD" total_energy_ha=-305.79671 lumo_ev="-0.022 / 0.340" homo_lumo_gap_ev="6.39 / 7.55" max_force_ev_per_a=0.5 total_charge=0
C -2.1144 -0.1937 0.0615 0.0 0.0 0.0
C -1.2247 -0.3993 -1.1380 -0.2 -0.2 0.0
N -0.2507 0.6665 -1.5274 0.1 0.1 0.1
C 0.2070 -0.4290 -0.8571 -0.2 0.2 0.1
C 1.2298 -0.7074 0.0524 -0.1 -0.2 -0.1
C 1.9444 0.4466 0.8646 0.3 -0.1 -0.3
N 1.0816 0.5218 1.9495 -0.2 0.3 0.0
H -2.7857 0.6579 -0.0943 0.1 -0.1 0.0
H -1.5042 -0.0117 0.9573 -0.1 0.0 -0.1
H -2.7295 -1.0811 0.2363 0.1 0.1 0.0
H -1.6346 -0.9154 -2.0016 0.1 0.1 0.1
H -0.2461 1.5306 -0.9816 0.0 -0.1 -0.1
H 1.5393 -1.0013 -1.1131 0.2 -0.1 0.1
H 1.1402 -1.6565 0.5771 0.0 0.1 -0.1
H 2.9425 0.0771 1.1322 -0.2 0.1 0.0
H 2.0668 1.3115 0.1822 0.0 -0.1 0.2
H 0.3383 1.1834 1.7003 0.1 -0.1 0.2



17
Properties=species:S:1:pos:R:3:forces:R:3 method="wB97M-V/def2-TZVPD" total_energy_ha=-305.77722 lumo_ev=-0.168 homo_lumo_gap_ev=9.52 max_force_ev_per_a=0.4 total_charge=0
C 1.1956 1.4112 0.8640 0.0 -0.1 0.0
C 0.2425 1.6903 -0.2791 0.1 0.2 0.2
N 0.1816 0.8286 -1.5030 -0.2 -0.2 0.2
C -0.8390 0.7930 -0.6861 0.1 0.1 -0.3
C -0.9443 -0.8560 0.4814 0.3 -0.2 0.2
C -1.1397 -1.9755 -0.4305 -0.1 -0.2 -0.2
N 0.0606 -1.6867 0.4021 -0.1 0.3 0.0
H 2.2080 1.7255 0.5861 -0.1 0.0 0.0
H 1.2347 0.3566 1.1444 0.0 0.2 -0.1
H 0.8970 1.9914 1.7450 0.0 -0.1 -0.1
H 0.1714 2.7529 -0.5259 0.0 -0.2 0.0
H 1.1124 -0.4834 -1.2157 -0.1 0.1 0.0
H -1.8969 0.7772 -0.9283 0.2 0.0 0.1
H -1.3577 -0.3512 1.3467 0.1 -0.1 -0.2
H -1.6898 -2.8758 -0.1615 0.1 0.1 0.0
H -1.0599 -1.7749 -1.5019 0.0 0.0 0.2
H 1.1189 -1.0896 -0.6618 -0.1 -0.1 0.1



17
Properties=species:S:1:pos:R:3:forces:R:3 method="wB97M-V/def2-TZVPD" total_energy_ha=-305.91951 lumo_ev=0.804 homo_lumo_gap_ev=9.60 max_force_ev_per_a=0.9 smiles="CC/N=C/[C@H]1CN1" total_charge=0
C 1.0634 -0.8520 -1.5357 -0.1 -0.1 -0.2
C -0.2874 -0.1900 -1.9127 -0.3 -0.3 -0.6
N -0.9616 -0.0102 -0.6474 0.8 0.3 0.2
C -0.4807 0.9797 -0.0249 0.0 -0.1 0.3
C 0.0929 0.6882 1.3083 0.0 0.3 0.2
C -0.7136 0.3636 2.4907 -0.2 0.2 0.5
N -0.0360 -0.6900 1.7559 0.0 -0.1 0.1
H 1.4585 -1.4287 -2.3740 0.1 0.1 0.0
H 0.9247 -1.5238 -0.6802 -0.1 0.0 -0.3
H 1.8220 -0.1232 -1.2127 -0.3 0.0 -0.2
H -0.1160 0.7402 -2.4792 -0.1 -0.1 0.1
H -0.9001 -0.8783 -2.4740 0.1 -0.2 -0.6
H -0.1976 1.9165 -0.5276 0.4 -0.2 -0.1
H 1.1026 1.0965 1.3730 -0.2 0.1 0.3
H -0.2992 0.5810 3.4667 -0.2 0.0 0.1
H -1.7873 0.4797 2.3633 0.1 -0.1 0.2
H -0.6847 -1.1490 1.1104 0.1 0.1 0.2



Q: Which ΔE to the lowest compared entry with this formula, charge and spin values were calculated for the entries above? A: 80.7, 183.1, 96.6, 39.9, 109.0, 48.6, 67.1, 142.5, 154.8, 65.5, in kcal/mol.